A structure of composition C18H28AlBBr14O10V in a non-equilibrium geometry. Source: the OMol25 dataset; level of theory: ωB97M-V/def2-TZVPD.

Last column: Löwdin charge in e.
Element x y z (Å)
O1 3.37 2.45 7.10  -0.219
V1 3.19 0.89 7.22  1.181
O2 1.73 0.67 7.77  -0.224
Al1 7.32 1.99 -0.91  1.017
O3 4.59 2.45 -0.36  0.074
C1 3.73 2.15 0.26  -0.530
O4 3.63 2.35 1.50  0.293
B1 2.41 1.73 2.03  -0.848
O5 1.68 1.31 0.85  0.267
C2 2.42 1.48 -0.22  -0.470
O6 2.22 1.13 -1.24  0.253
O7 1.64 2.63 2.86  0.291
C3 1.62 2.24 4.09  -0.504
O8 1.14 2.73 4.94  0.295
C4 2.43 0.93 4.14  -0.304
O9 2.80 0.63 2.96  0.305
O10 2.80 0.35 5.16  0.039
Br1 0.09 -5.82 -0.63  0.786
C5 1.03 -4.19 -0.25  -0.732
C6 2.10 -4.45 0.74  -0.704
Br2 3.48 -5.51 -0.09  0.768
H1 0.30 -3.45 0.06  0.034
H2 1.50 -3.89 -1.19  -0.029
H3 1.75 -4.95 1.64  0.068
H4 2.59 -3.55 1.08  0.063
Br3 2.04 4.79 -6.45  0.754
C7 3.58 4.54 -5.37  -0.730
C8 3.54 3.14 -4.85  -0.703
Br4 5.14 2.72 -3.83  0.589
H5 3.64 5.22 -4.54  0.068
H6 4.43 4.67 -6.02  0.060
H7 3.47 2.37 -5.61  0.055
H8 2.72 3.01 -4.16  0.050
Br5 4.99 -0.84 -3.15  0.671
C9 3.71 -2.25 -2.83  -0.686
C10 2.84 -2.27 -4.04  -0.710
Br6 1.35 -3.50 -3.96  0.738
H9 3.07 -2.03 -1.97  0.052
H10 4.23 -3.18 -2.65  0.053
H11 3.41 -2.56 -4.92  0.064
H12 2.43 -1.29 -4.26  0.041
Br7 -5.83 2.10 4.31  0.824
C11 -5.09 0.39 4.85  -0.678
C12 -6.12 -0.72 4.70  -0.667
Br8 -5.24 -2.37 5.16  0.739
H13 -4.81 0.50 5.90  0.072
H14 -4.18 0.24 4.28  0.038
H15 -6.53 -0.82 3.70  0.051
H16 -6.90 -0.61 5.44  0.065
Br9 -4.82 0.93 1.21  0.804
C13 -3.31 2.16 1.34  -0.656
C14 -3.80 3.59 1.07  -0.690
Br10 -2.33 4.75 1.50  0.776
H17 -2.61 1.83 0.57  0.006
H18 -2.93 2.05 2.34  0.049
H19 -4.64 3.87 1.68  0.042
H20 -4.02 3.72 0.02  0.057
Br11 -2.55 1.42 -2.25  0.759
C15 -2.21 0.91 -4.07  -0.687
C16 -0.94 0.14 -4.25  -0.734
Br12 -0.93 -0.68 -5.97  0.779
H21 -2.20 1.81 -4.68  0.073
H22 -3.06 0.31 -4.35  0.056
H23 -0.80 -0.65 -3.52  0.037
H24 -0.05 0.73 -4.11  0.060
Br13 -2.46 -2.52 -0.85  0.697
C17 -3.53 -3.99 -0.13  -0.659
C18 -4.07 -3.64 1.19  -0.731
Br14 -4.90 -5.15 2.05  0.778
H25 -2.89 -4.86 -0.22  0.029
H26 -4.34 -4.12 -0.84  0.076
H27 -4.78 -2.81 1.13  0.056
H28 -3.32 -3.34 1.91  0.048

- LUMO energy: -14.004 eV
- Gap between HOMO and LUMO: 1.37 eV
- DFT total energy: -1053121.55786 eV
- Net charge: +3


A structure of composition C18H28As2Cl4NiO2Si. Source: the OMol25 dataset; level of theory: ωB97M-V/def2-TZVPD.

Last column: Löwdin charge in e.
Element x y z (Å)
Ni1 0.57 -0.43 -0.68  -0.120
C1 4.13 -1.38 -0.03  -0.266
As1 2.87 0.02 -0.53  1.171
C2 3.75 0.85 -2.04  -0.232
C3 3.04 1.24 0.95  -0.387
C4 4.14 2.07 1.15  -0.090
C5 4.16 2.93 2.24  -0.074
C6 3.09 2.95 3.13  -0.073
C7 2.01 2.11 2.94  -0.089
C8 1.98 1.26 1.85  -0.376
As2 0.49 0.05 1.49  1.166
C9 0.73 -1.28 2.89  -0.243
C10 -1.05 1.05 2.08  -0.232
H1 5.12 -0.96 0.11  0.033
H2 4.16 -2.15 -0.80  0.018
H3 3.79 -1.83 0.90  0.022
H4 4.62 1.41 -1.72  0.028
H5 3.04 1.51 -2.54  -0.010
H6 4.05 0.07 -2.73  0.042
H7 4.97 2.07 0.46  0.097
H8 5.00 3.59 2.39  0.106
H9 3.11 3.63 3.98  0.106
H10 1.18 2.14 3.64  0.099
H11 0.81 -0.79 3.85  0.032
H12 1.62 -1.86 2.69  0.021
H13 -0.14 -1.95 2.89  0.033
H14 -0.96 1.28 3.14  0.031
H15 -1.92 0.43 1.89  0.009
H16 -1.10 1.95 1.48  0.046
Cl1 -1.36 3.81 -2.83  0.601
C11 -0.04 2.71 -3.20  -0.996
Cl2 1.45 3.61 -3.61  0.588
C12 0.28 1.77 -2.02  -0.803
O1 0.37 2.23 -0.88  -0.026
O2 0.47 0.57 -2.39  -0.122
H17 -0.30 2.13 -4.08  0.059
Cl3 1.17 -3.10 -1.49  0.567
C13 -0.12 -4.27 -1.84  -0.978
Cl4 -1.36 -3.61 -2.91  0.547
H18 -0.58 -4.55 -0.90  0.029
H19 0.34 -5.11 -2.33  0.022
C14 -4.89 -0.61 1.27  -0.197
Si1 -4.26 -1.07 -0.44  0.411
C15 -5.00 0.09 -1.72  -0.186
C16 -4.73 -2.84 -0.83  -0.193
C17 -2.44 -0.89 -0.47  -0.196
C18 -1.24 -0.71 -0.55  -0.224
H20 -5.97 -0.71 1.33  0.026
H21 -4.63 0.42 1.51  0.024
H22 -4.45 -1.26 2.03  0.026
H23 -6.10 0.04 -1.71  0.027
H24 -4.66 -0.17 -2.72  0.030
H25 -4.71 1.12 -1.52  0.029
H26 -5.82 -2.97 -0.78  0.028
H27 -4.27 -3.53 -0.13  0.026
H28 -4.40 -3.12 -1.83  0.012

- LUMO energy (alpha / beta): 0.317 / 0.317 eV
- Gap between HOMO and LUMO (alpha / beta): 8.66 / 8.66 eV
- Relative energy (zero: lowest compared OMol25 entry of this formula, charge and spin): 0.00 kJ/mol
- DFT total energy: -243902.86562 eV
- Net charge: 0


A structure of composition C18H28AsN5Pd. Source: the OMol25 dataset; level of theory: ωB97M-V/def2-TZVPD.

Last column: Löwdin charge in e.
Element x y z (Å)
Pd1 -0.54 -0.23 1.31  0.601
N1 -1.87 0.49 -1.60  -0.051
C1 -3.19 0.21 -1.66  -0.164
C2 -3.30 -1.13 -1.94  -0.102
C3 -1.96 -1.59 -1.99  -0.191
N2 -1.11 -0.60 -1.77  0.017
H1 -1.44 1.25 -1.10  0.100
H2 -3.94 0.96 -1.47  0.089
H3 -4.20 -1.71 -2.05  0.073
H4 -1.61 -2.60 -2.11  0.090
C4 4.86 1.37 1.78  -0.406
As1 2.97 0.80 2.01  1.008
C5 3.12 -0.88 1.03  -0.379
C6 2.29 1.92 0.55  -0.372
H5 5.17 1.28 0.73  0.002
H6 5.51 0.75 2.39  -0.007
H7 4.98 2.41 2.09  -0.008
H8 3.54 -0.73 0.04  0.014
H9 2.12 -1.34 1.00  -0.045
H10 3.79 -1.55 1.59  0.006
H11 2.85 1.76 -0.37  0.013
H12 2.35 2.97 0.83  0.007
H13 1.24 1.65 0.39  -0.037
C7 -1.58 1.12 4.70  -0.078
N3 -1.72 1.61 3.36  -0.189
C8 -2.91 1.76 2.67  -0.151
C9 -2.60 1.87 1.36  -0.238
N4 -1.22 1.79 1.14  -0.134
C10 -0.70 1.49 2.39  -0.431
H14 -2.54 1.17 5.21  0.073
H15 -0.86 1.72 5.26  0.071
H16 -1.24 0.08 4.71  0.065
H17 -3.87 1.74 3.16  0.087
H18 -3.30 2.03 0.55  0.056
H19 0.27 1.85 2.71  0.048
C11 -1.98 -2.52 3.36  -0.133
C12 -1.57 -3.60 2.41  -0.265
C13 -2.14 -4.86 2.49  -0.149
C14 -1.79 -5.91 1.62  -0.205
C15 -0.82 -5.64 0.65  -0.152
C16 -0.22 -4.41 0.52  -0.272
C17 0.84 -4.15 -0.51  -0.118
C18 -0.58 -3.28 1.39  -0.442
N5 0.01 -2.12 1.20  -0.157
H20 -2.70 -2.87 4.10  0.050
H21 -2.40 -1.67 2.82  0.035
H22 -1.09 -2.12 3.88  0.042
H23 -2.88 -5.05 3.26  0.072
H24 -2.25 -6.89 1.70  0.040
H25 -0.52 -6.44 -0.04  0.073
H26 1.01 -5.03 -1.13  0.048
H27 1.78 -3.85 -0.02  0.055
H28 0.57 -3.30 -1.15  0.043

- LUMO energy: 5.285 eV
- Gap between HOMO and LUMO: 3.91 eV
- Relative energy (zero: lowest compared OMol25 entry of this formula, charge and spin): 86.97 kJ/mol
- DFT total energy: -90885.16838 eV
- Net charge: -2


A structure of composition C18H28B2F4N6O4Se4Sr in a non-equilibrium geometry. Source: the OMol25 dataset; level of theory: ωB97M-V/def2-TZVPD.

Last column: Löwdin charge in e.
Element x y z (Å)
Sr1 -0.53 1.70 0.41  1.053
C1 -4.23 0.96 2.86  -0.013
C2 -3.27 0.77 1.73  -0.276
N1 -3.08 1.63 0.80  -0.022
O1 -3.81 2.75 0.84  0.030
B1 -3.96 3.42 -0.53  -1.090
F1 -4.61 2.49 -1.36  0.110
F2 -4.77 4.53 -0.28  0.130
O2 -2.72 3.91 -1.15  0.017
N2 -1.80 2.89 -1.39  -0.057
C3 -1.80 2.37 -2.55  -0.266
C4 -2.66 2.83 -3.68  -0.028
C5 -0.85 1.15 -2.69  -0.455
N3 -0.04 0.81 -1.80  -0.063
O3 0.35 -2.00 -1.36  0.167
B2 -0.80 -2.57 -0.35  -1.057
F3 -0.28 -3.82 -0.02  0.153
F4 -1.91 -2.61 -1.13  0.189
O4 -0.85 -1.81 0.86  0.015
N4 -1.46 -0.57 0.88  -0.002
C6 -2.51 -0.51 1.61  -0.255
C7 -3.09 -1.69 2.34  0.001
C8 -1.05 0.39 -4.01  -0.073
H1 -4.67 1.94 2.79  0.080
H2 -3.70 0.88 3.82  0.089
H3 -5.02 0.21 2.85  0.077
H4 -3.30 3.64 -3.36  0.074
H5 -3.27 2.01 -4.06  0.078
H6 -2.02 3.17 -4.50  0.082
H7 -2.52 -2.59 2.13  0.082
H8 -4.13 -1.83 2.04  0.092
H9 -3.09 -1.50 3.41  0.088
H10 -0.82 1.01 -4.89  0.062
H11 -2.08 0.05 -4.12  0.064
H12 -0.40 -0.48 -4.01  0.046
Se1 -0.12 3.07 3.33  -0.288
Se2 2.10 3.61 2.73  -0.194
Se3 2.12 3.40 0.35  -0.239
Se4 4.28 2.66 -0.20  -0.210
C9 2.49 -0.25 -2.82  -0.040
C10 2.63 -1.34 -1.75  -0.524
C11 3.79 -0.98 -0.83  -0.071
C12 2.86 -2.70 -2.42  -0.038
C13 1.37 -1.45 -0.93  -0.038
H13 3.39 -0.29 -3.45  0.088
H14 2.42 0.74 -2.38  0.066
H15 1.60 -0.40 -3.43  0.058
H16 4.72 -1.01 -1.40  0.091
H17 3.88 -1.68 0.01  0.075
H18 3.68 0.03 -0.43  -0.022
H19 3.75 -2.64 -3.04  0.081
H20 2.01 -2.97 -3.05  0.086
H21 3.00 -3.49 -1.68  0.087
H22 1.37 -1.11 0.11  0.138
N5 3.76 -2.74 3.96  0.085
C14 2.97 -1.76 3.35  -0.327
C15 3.53 -0.82 2.49  -0.028
C16 2.71 0.13 1.91  -0.210
N6 1.40 0.22 2.14  0.002
C17 0.88 -0.67 3.00  -0.164
C18 1.61 -1.67 3.61  -0.018
H23 4.61 -2.95 3.46  0.078
H24 3.26 -3.58 4.21  0.078
H25 4.59 -0.82 2.26  0.115
H26 3.13 0.87 1.23  -0.037
H27 -0.17 -0.55 3.22  0.095
H28 1.12 -2.36 4.29  0.103

- LUMO energy: 4.099 eV
- Gap between HOMO and LUMO: 5.01 eV
- Relative energy (zero: lowest compared OMol25 entry of this formula, charge and spin): 250.05 kJ/mol
- DFT total energy: -310705.71274 eV
- Net charge: -2


Question: Which of these has the highest net charge?
Answer: C18H28AlBBr14O10V